1.
This record from the Open Molecules 2025 dataset describes C29H26N4O3V as an isolated structure. The level of theory is the ωB97M-V functional and the def2-TZVPD basis.

```
! wB97M-V def2-TZVPD RIJCOSX def2/J DEFGRID3
* xyz 0 4
V 8.74248 8.96487 7.58515
C 7.27097 6.06122 7.56707
C 7.46318 7.24921 6.69168
C 8.59577 7.30089 5.81244
C 8.71316 8.28248 4.78156
C 9.64108 8.20078 3.61532
C 7.71584 9.30545 4.72656
C 6.61265 9.27486 5.55446
C 5.41370 10.18864 5.33758
C 6.48700 8.25120 6.52453
H 6.70574 5.26326 7.03232
H 6.69430 6.34896 8.46180
H 8.20425 5.57680 7.88502
H 9.40014 6.61436 6.02943
H 9.91309 9.19326 3.22899
H 9.13429 7.69956 2.68957
H 10.53474 7.65165 3.78819
H 7.76778 10.11682 3.94309
H 5.36988 11.09276 6.06631
H 4.49240 9.61015 5.48399
H 5.34139 10.63729 4.30366
H 5.60796 8.41403 7.15950
O 5.89584 11.31028 11.81089
C 5.89458 12.31018 10.90962
C 5.51392 13.56798 11.28866
C 5.26422 14.58107 10.40997
C 5.58588 14.44621 9.09465
C 6.33569 13.33166 8.75055
C 6.40959 12.19140 9.55340
C 7.05211 10.94177 9.03361
O 7.45980 10.75386 7.80648
N 7.06427 9.82597 9.82146
N 8.06661 8.99671 9.42892
C 8.33359 8.01252 10.31617
C 9.28178 7.02577 10.15161
C 9.56905 6.28008 11.37145
C 10.83545 5.69831 11.49936
C 11.84298 5.82826 10.53617
C 11.53736 6.45458 9.32710
C 10.28817 7.08631 9.06495
O 10.21988 7.65826 7.90824
H 6.21156 10.51021 11.27304
H 5.37608 13.76388 12.33522
H 4.80512 15.47081 10.89185
H 5.39319 15.22047 8.32865
H 6.95808 13.32582 7.86772
H 8.02440 8.08036 11.35028
H 8.85672 6.21445 12.18500
H 11.07321 5.25957 12.46456
H 12.90180 5.65135 10.81004
H 12.23476 6.62421 8.55609
N 12.35875 12.65822 11.24776
C 12.09086 12.08839 10.28349
C 11.94484 11.58070 8.95898
C 12.42174 12.21671 7.77275
C 11.87450 11.88921 6.56048
C 10.81324 11.00308 6.50932
N 10.36154 10.39104 7.59056
C 10.88911 10.68404 8.78966
H 13.24760 12.94842 7.82319
H 12.23269 12.41771 5.69839
H 10.41198 10.63769 5.59127
H 10.47999 10.17169 9.59777
*
```

Computed properties:
HOMO level (alpha / beta) = -6.567 / -7.098 eV
frontier orbital gap (alpha / beta) = 5.962 / 6.483 eV
LUMO energy (alpha / beta) = -0.6 / -0.6 eV
energy relative to the best compared isomer or geometry (same formula, charge and spin) = 53.5 kcal/mol
calculated total energy = -68284.241 eV

Charges in e, computed with Mulliken, in the same order as the atoms: atom 1 (V): 0.717, atom 2 (C): -1.640, atom 3 (C): 0.938, atom 4 (C): -1.110, atom 5 (C): 1.070, atom 6 (C): -1.691, atom 7 (C): -0.502, atom 8 (C): 1.028, atom 9 (C): -1.595, atom 10 (C): 0.007, atom 11 (H): 0.388, atom 12 (H): 0.303, atom 13 (H): 0.321, atom 14 (H): 0.287, atom 15 (H): 0.367, atom 16 (H): 0.314, atom 17 (H): 0.424, atom 18 (H): 0.246, atom 19 (H): 0.184, atom 20 (H): 0.399, atom 21 (H): 0.374, atom 22 (H): 0.196, atom 23 (O): -0.662, atom 24 (C): 0.266, atom 25 (C): -0.515, atom 26 (C): -0.227, atom 27 (C): -0.799, atom 28 (C): -0.430, atom 29 (C): -0.147, atom 30 (C): 1.076, atom 31 (O): -0.749, atom 32 (N): -1.342, atom 33 (N): 1.050, atom 34 (C): -0.654, atom 35 (C): 0.881, atom 36 (C): -1.092, atom 37 (C): -0.430, atom 38 (C): -0.582, atom 39 (C): -0.643, atom 40 (C): 0.520, atom 41 (O): -0.675, atom 42 (H): 0.564, atom 43 (H): 0.405, atom 44 (H): 0.307, atom 45 (H): 0.351, atom 46 (H): 0.409, atom 47 (H): 0.343, atom 48 (H): 0.447, atom 49 (H): 0.350, atom 50 (H): 0.325, atom 51 (H): 0.469, atom 52 (N): -0.480, atom 53 (C): -0.003, atom 54 (C): -0.252, atom 55 (C): -0.116, atom 56 (C): -0.952, atom 57 (C): -0.234, atom 58 (N): 0.610, atom 59 (C): -0.217, atom 60 (H): 0.399, atom 61 (H): 0.446, atom 62 (H): 0.428, atom 63 (H): 0.530



2.
This record from the Open Molecules 2025 dataset describes one molecule with the formula C4H6N2O. The level of theory is the ωB97M-V functional and the def2-TZVPD basis.

```
! wB97M-V def2-TZVPD RIJCOSX def2/J DEFGRID3
* xyz 0 1
H -0.63990 -2.74487 -1.15337
N -0.33779 -1.81629 -1.44378
C 0.54573 -1.42762 -0.63694
O 1.16883 -0.22268 -0.74157
C 0.36112 0.93331 -0.59689
C 0.04396 1.16854 0.89195
C -1.16967 0.48255 1.34914
N -2.13979 -0.03925 1.70205
H 0.92513 -1.99974 0.21404
H -0.55128 0.85613 -1.19677
H 0.96745 1.76143 -0.96906
H 0.89694 0.81180 1.48016
H -0.07071 2.23668 1.10105
*
```

Computed properties:
HOMO level = -10.564 eV
frontier orbital gap = 11.271 eV
structure (SMILES) = [H]/N=C/OCCC#N
LUMO energy = 0.7 eV
energy relative to the best compared isomer or geometry (same formula, charge and spin) = 40.0 kcal/mol
calculated total energy = -9271.766 eV

Charges in e, computed with Mulliken, in the same order as the atoms: atom 1 (H): 0.263, atom 2 (N): -0.585, atom 3 (C): 0.093, atom 4 (O): -0.416, atom 5 (C): -0.458, atom 6 (C): -0.416, atom 7 (C): 0.237, atom 8 (N): -0.415, atom 9 (H): 0.435, atom 10 (H): 0.369, atom 11 (H): 0.288, atom 12 (H): 0.269, atom 13 (H): 0.336



3.
This record from the Open Molecules 2025 dataset describes one molecule with the formula C9H16ClN. The level of theory is the ωB97M-V functional and the def2-TZVPD basis.

```
! wB97M-V def2-TZVPD RIJCOSX def2/J DEFGRID3
* xyz 0 1
C -0.43566 0.77906 -0.93519
C 0.14619 1.83673 -1.57785
C -0.14012 -0.58039 -1.53507
C 1.30409 -1.00790 -1.21216
C 1.51464 -0.03187 0.98432
C -1.15545 0.88749 0.26579
C -1.25736 2.18134 1.01440
C -2.03770 -0.17608 0.84145
C 1.11872 -2.39772 0.79921
N 1.56149 -1.16265 0.20299
Cl 2.35728 1.34761 0.43025
H 0.01155 2.86050 -1.28896
H 0.71265 1.67472 -2.47810
H -0.82633 -1.34889 -1.18669
H -0.22275 -0.52770 -2.62121
H 1.53412 -1.95787 -1.70056
H 1.98775 -0.24413 -1.59259
H 1.52704 -0.16267 2.05380
H -0.50750 2.89561 0.69600
H -1.12858 1.99758 2.08151
H -2.24467 2.63083 0.88034
H -3.06316 0.20203 0.89170
H -1.73955 -0.42065 1.86225
H -2.06013 -1.09161 0.25995
H 0.03019 -2.50219 0.78071
H 1.55899 -3.23207 0.25046
H 1.45428 -2.44912 1.83327
*
```

Computed properties:
HOMO level (alpha / beta) = -6.354 / -6.711 eV
frontier orbital gap (alpha / beta) = 6.783 / 7.570 eV
LUMO energy (alpha / beta) = 0.4 / 0.9 eV
energy relative to the best compared isomer or geometry (same formula, charge and spin) = 50.4 kcal/mol
calculated total energy = -23601.945 eV

Charges in e, computed with Mulliken, in the same order as the atoms: atom 1 (C): 0.633, atom 2 (C): -1.349, atom 3 (C): -0.936, atom 4 (C): -1.033, atom 5 (C): -0.332, atom 6 (C): 1.330, atom 7 (C): -1.655, atom 8 (C): -1.443, atom 9 (C): -0.870, atom 10 (N): 0.105, atom 11 (Cl): -0.141, atom 12 (H): 0.323, atom 13 (H): 0.311, atom 14 (H): 0.316, atom 15 (H): 0.425, atom 16 (H): 0.455, atom 17 (H): 0.404, atom 18 (H): 0.438, atom 19 (H): 0.357, atom 20 (H): 0.372, atom 21 (H): 0.351, atom 22 (H): 0.412, atom 23 (H): 0.294, atom 24 (H): 0.312, atom 25 (H): 0.274, atom 26 (H): 0.302, atom 27 (H): 0.346



4.
This record from the Open Molecules 2025 dataset describes a 2-piece molecular cluster, CH5PS overall. The level of theory is the ωB97M-V functional and the def2-TZVPD basis.

```
! wB97M-V def2-TZVPD RIJCOSX def2/J DEFGRID3
* xyz 0 1
C 0.68359 1.24206 0.35998
P 1.73564 1.10757 -0.92096
H -0.37901 1.19039 0.37060
H 1.10858 1.51837 1.28579
H 0.89109 1.15308 -2.13795
S -0.74806 -1.72472 0.23369
H -1.35681 -3.06224 0.01652
H -1.93502 -1.42451 0.79234
*
```

Computed properties:
HOMO level = -9.587 eV
frontier orbital gap = 9.620 eV
structure (SMILES) = C=P.S
LUMO energy = 0.0 eV
energy relative to the best compared isomer or geometry (same formula, charge and spin) = 43.3 kcal/mol
calculated total energy = -21239.945 eV

Charges in e, computed with Mulliken, in the same order as the atoms: atom 1 (C): -0.598, atom 2 (P): -0.062, atom 3 (H): 0.380, atom 4 (H): 0.248, atom 5 (H): 0.025, atom 6 (S): -0.312, atom 7 (H): 0.177, atom 8 (H): 0.141



5.
This record from the Open Molecules 2025 dataset describes C30H32ClGeMnN5O2 as an isolated structure. The level of theory is the ωB97M-V functional and the def2-TZVPD basis.

```
! wB97M-V def2-TZVPD RIJCOSX def2/J DEFGRID3
* xyz -2 2
Mn -0.11838 -0.64914 0.39715
O -2.53863 2.58795 1.07865
C -1.76448 1.62507 1.06230
N -0.85798 1.23742 0.15956
C -0.36418 2.08985 -0.82742
O -0.24049 3.30540 -0.66973
C 0.06359 1.39806 -2.03887
C -0.13212 1.92993 -3.29764
C -0.19800 1.10745 -4.42184
C -0.35493 -0.28428 -4.16058
C -0.10996 -0.80804 -2.93620
N 0.57342 0.03637 -1.98685
C -1.76204 0.67946 2.24372
C -2.51470 0.94852 3.37693
C -2.39560 0.12070 4.47788
C -1.52406 -0.95937 4.40377
C -0.81545 -1.17395 3.23489
N -0.92500 -0.37212 2.16806
H -0.36889 2.98759 -3.36213
H -0.43288 1.51430 -5.39704
H -0.79735 -0.92552 -4.91732
H -0.37547 -1.81092 -2.63302
H -3.16380 1.81317 3.34753
H -2.96638 0.31046 5.37998
H -1.39047 -1.63513 5.23900
H -0.13174 -2.00491 3.12357
C 4.77594 -0.37080 -1.91478
C 3.95467 -1.46264 -2.17391
C 2.57651 -1.32886 -2.20775
C 1.96669 -0.08674 -1.97260
C 2.80054 1.01302 -1.71709
C 4.17570 0.86546 -1.69373
H 5.85427 -0.47762 -1.89549
H 4.39023 -2.44101 -2.34848
H 1.95580 -2.19143 -2.40293
H 2.34196 1.97462 -1.52638
H 4.79083 1.73709 -1.49535
N 3.80254 -0.02676 1.80682
C 2.82068 -0.42223 0.95637
N 1.72091 0.26738 1.08241
C 1.98365 1.18995 2.09302
C 1.21367 2.24182 2.58581
C 1.75068 3.01194 3.60247
C 3.03315 2.77285 4.11109
C 3.83182 1.76672 3.59494
C 3.28557 0.99358 2.57876
H 4.66102 -0.52513 1.94841
H 2.96428 -1.22136 0.24983
H 0.25292 2.47049 2.15039
H 1.16923 3.83378 4.00135
H 3.41628 3.40135 4.90646
H 4.83742 1.59779 3.96125
C -3.57675 0.73523 -1.81967
Ge -3.34091 -1.16604 -1.40249
C -5.09756 -1.75109 -0.64075
C -3.31591 -2.16633 -3.12068
C -1.93448 -1.64906 -0.15704
H -4.44838 0.87479 -2.46632
H -2.69196 1.11235 -2.33467
H -3.71161 1.32520 -0.91233
H -5.91364 -1.57443 -1.34825
H -5.31574 -1.20965 0.28304
H -5.06364 -2.81894 -0.40850
H -4.33670 -2.44088 -3.40322
H -2.73011 -3.08320 -3.02079
H -2.87948 -1.56425 -3.91411
H -1.77426 -2.72445 -0.33942
H -2.46877 -1.62931 0.80866
Cl 1.91059 -3.07723 1.96003
C 0.71455 -2.58229 0.54196
H -0.05543 -3.34256 0.68736
H 1.30919 -2.91946 -0.31805
*
```

Computed properties:
HOMO level (alpha / beta) = -0.348 / -0.289 eV
frontier orbital gap (alpha / beta) = 4.797 / 4.738 eV
LUMO energy (alpha / beta) = 4.4 / 4.4 eV
energy relative to the best compared isomer or geometry (same formula, charge and spin) = 14.5 kcal/mol
calculated total energy = -143532.686 eV

Charges in e, computed with Mulliken, in the same order as the atoms: atom 1 (Mn): -0.075, atom 2 (O): -0.825, atom 3 (C): -0.598, atom 4 (N): 1.704, atom 5 (C): 0.009, atom 6 (O): -0.768, atom 7 (C): -0.549, atom 8 (C): -0.813, atom 9 (C): -1.495, atom 10 (C): -0.603, atom 11 (C): -1.335, atom 12 (N): 2.256, atom 13 (C): 0.507, atom 14 (C): -1.061, atom 15 (C): -0.466, atom 16 (C): -0.820, atom 17 (C): -0.432, atom 18 (N): 0.845, atom 19 (H): 0.380, atom 20 (H): 0.315, atom 21 (H): 0.515, atom 22 (H): 0.701, atom 23 (H): 0.511, atom 24 (H): 0.373, atom 25 (H): 0.428, atom 26 (H): 0.108, atom 27 (C): -0.625, atom 28 (C): -0.716, atom 29 (C): -0.575, atom 30 (C): 0.356, atom 31 (C): -0.276, atom 32 (C): -0.617, atom 33 (H): 0.356, atom 34 (H): 0.349, atom 35 (H): 0.512, atom 36 (H): 0.442, atom 37 (H): 0.395, atom 38 (N): 0.031, atom 39 (C): -2.008, atom 40 (N): 1.165, atom 41 (C): 0.041, atom 42 (C): -0.078, atom 43 (C): -1.101, atom 44 (C): -0.453, atom 45 (C): -1.116, atom 46 (C): 0.372, atom 47 (H): 0.265, atom 48 (H): 0.883, atom 49 (H): 0.585, atom 50 (H): 0.435, atom 51 (H): 0.350, atom 52 (H): 0.396, atom 53 (C): -1.072, atom 54 (Ge): 0.611, atom 55 (C): -1.553, atom 56 (C): -1.404, atom 57 (C): -0.785, atom 58 (H): 0.515, atom 59 (H): 0.136, atom 60 (H): 0.326, atom 61 (H): 0.392, atom 62 (H): 0.380, atom 63 (H): 0.369, atom 64 (H): 0.484, atom 65 (H): 0.355, atom 66 (H): 0.323, atom 67 (H): 0.624, atom 68 (H): 0.457, atom 69 (Cl): -0.392, atom 70 (C): -0.766, atom 71 (H): 0.461, atom 72 (H): 0.360



6.
This record from the Open Molecules 2025 dataset describes one molecule with the formula C5H6FNS. The level of theory is the ωB97M-V functional and the def2-TZVPD basis.

```
! wB97M-V def2-TZVPD RIJCOSX def2/J DEFGRID3
* xyz 0 1
C -1.91707 -2.36618 -0.04605
C -1.93907 -1.45216 -0.83553
S -2.04220 -0.01391 -1.79237
C -0.31322 0.68440 -1.62178
N -0.10677 0.82618 -0.22674
C 0.97535 0.57987 0.35062
C 1.23835 0.69108 1.77078
F 2.08407 0.11803 -0.36545
H -2.04107 -3.19071 0.47459
H -0.58659 1.65447 -1.96798
H 0.29123 0.08724 -2.18051
H 1.40430 -0.19971 2.37930
H 2.21832 1.04325 1.74748
H 0.73436 1.53815 2.31364
*
```

Computed properties:
HOMO level = -8.728 eV
frontier orbital gap = 9.513 eV
structure (SMILES) = C#CSC/N=C(/C)F
LUMO energy = 0.8 eV
energy relative to the best compared isomer or geometry (same formula, charge and spin) = 54.9 kcal/mol
calculated total energy = -20321.845 eV

Charges in e, computed with Mulliken, in the same order as the atoms: atom 1 (C): 0.234, atom 2 (C): -0.705, atom 3 (S): -0.139, atom 4 (C): -0.518, atom 5 (N): -0.382, atom 6 (C): 0.660, atom 7 (C): -1.018, atom 8 (F): -0.279, atom 9 (H): 0.485, atom 10 (H): 0.346, atom 11 (H): 0.382, atom 12 (H): 0.284, atom 13 (H): 0.361, atom 14 (H): 0.289